Record 1
{
  "formula": "CH6N2O2S",
  "method": "ωB97M-V/def2-TZVPD",
  "homo_energy_ev": [-8.144, -8.136],
  "energy_ev": -19038.7911,
  "s2": 2.010,
  "relative_energy_kj_mol": 63.9,
  "spin_multiplicity": 3,
  "species": ["C", "N", "N", "O", "O", "S", "H", "H", "H", "H", "H", "H"],
  "positions_angstrom": [[2.1509, 0.6494, -0.8458], [0.9680, -0.4609, 1.2558], [-3.1078, -0.5344, 0.3395], [-3.0205, -0.0210, -1.0065], [-2.2755, -0.1532, 1.1165], [0.6957, -0.3456, -0.3494], [1.9088, 1.6536, -0.8798], [2.8350, 0.3777, 0.0006], [2.6552, 0.2899, -1.8019], [0.4475, 0.2245, 1.8057], [0.6676, -1.3599, 1.7017], [-3.9248, -0.3201, -1.3362]],
  "lowdin_spin": [0.002, 0.001, 0.869, 0.317, 0.798, 0.012, 0.000, 0.000, 0.000, 0.000, 0.000, 0.001]
}

Record 2
{
  "formula": "CH6N2OPS",
  "method": "ωB97M-V/def2-TZVPD",
  "homo_energy_ev": -13.583,
  "energy_ev": -26275.8065,
  "relative_energy_kj_mol": 211.5,
  "charge": 1,
  "spin_multiplicity": 1,
  "species": ["C", "N", "N", "O", "P", "S", "H", "H", "H", "H", "H", "H"],
  "positions_angstrom": [[1.6536, 0.4750, 0.0846], [0.7506, 1.2980, 0.3715], [-1.3047, -1.8220, 0.1552], [1.6522, -0.4608, -0.7616], [-0.9474, 1.1787, -0.4956], [3.1002, -0.3410, 0.2776], [0.9898, 2.0911, 1.0316], [-1.5260, -2.3138, 1.0651], [-0.4500, -2.3798, -0.2297], [-2.0273, -2.1291, -0.5789], [-1.3360, 2.2656, 0.4462], [-0.5551, 2.1381, -1.3659]],
  "mulliken_charge": [0.739, -0.264, -0.761, -0.260, 0.082, 0.077, 0.339, 0.264, 0.252, 0.276, 0.139, 0.117]
}

Record 3
{
  "formula": "CH6N2S",
  "method": "ωB97M-V/def2-TZVPD",
  "homo_energy_ev": -9.293,
  "energy_ev": -14949.3932,
  "relative_energy_kj_mol": 18.7,
  "spin_multiplicity": 1,
  "smiles": "[H]/N=C/N.S",
  "species": ["H", "N", "C", "N", "H", "H", "H", "S", "H", "H"],
  "positions_angstrom": [[-0.2326, -4.6499, -0.5960], [0.0231, -3.9121, 0.0539], [-0.1049, -2.7836, -0.5146], [0.1104, -1.6031, 0.1305], [-0.4785, -2.6677, -1.5394], [0.3181, -0.8084, -0.4395], [0.3790, -1.6796, 1.0991], [0.4594, 5.6728, 0.8219], [-0.4821, 6.4404, 1.3810], [0.0080, 5.9912, -0.3969]],
  "mulliken_charge": [0.239, -0.671, 0.117, -0.428, 0.281, 0.211, 0.250, -0.288, 0.144, 0.144]
}

Record 4
{
  "formula": "CH6N2S",
  "method": "ωB97M-V/def2-TZVPD",
  "homo_energy_ev": [-8.272, -8.371],
  "energy_ev": -14946.5205,
  "relative_energy_kj_mol": 295.9,
  "spin_multiplicity": 1,
  "species": ["C", "N", "N", "S", "H", "H", "H", "H", "H", "H"],
  "positions_angstrom": [[-0.7942, -0.8311, -1.1260], [1.5308, 1.3107, 1.3335], [-0.4405, -0.6989, 0.2149], [0.1284, 1.6036, 0.4465], [-1.7646, -0.4603, -1.3293], [-0.1324, -0.3758, -1.8202], [-0.8222, -1.8894, -1.3791], [2.4177, 1.3815, 0.8102], [1.1650, 0.6020, 1.9449], [-1.2882, -0.6424, 0.9046]],
  "mulliken_charge": [-0.759, -0.448, -0.518, -0.023, 0.317, 0.293, 0.307, 0.265, 0.300, 0.265]
}